No. 1
Here is one molecule with the formula C4H6I2 at a distorted geometry from OMol25. Energies are from ωB97M-V/def2-TZVPD.

Summary:
Energy above the lowest of the compared OMol25 structures with the same formula, charge and spin = 10.4 kcal/mol
SMILES = C[C@]1(I)C[C@@H]1I
Orbital gap = 0.344 Ha
E_HOMO = -0.3434 hartree
Total charge = 0
Molecular weight = 307.9 g/mol

The geometry in XYZ format:
```
12
Properties=species:S:1:pos:R:3:forces:R:3
C 0.0194 -0.2684 -1.3635 0.28 0.98 1.96
C 0.6137 0.9060 -0.5768 -1.42 1.38 -0.75
C -0.5132 0.1260 0.0640 1.22 -0.92 -0.81
C -0.2279 -0.6171 1.3749 -2.67 -0.73 -0.94
I 2.5719 0.6202 0.0337 0.77 -0.10 0.46
I -2.5819 0.7519 0.0066 0.79 0.31 -0.05
H -0.6698 -0.0889 -2.1507 -0.33 0.26 -0.60
H 0.7243 -1.0746 -1.5256 -0.28 -0.23 0.25
H 0.5580 2.0114 -0.7914 -0.50 -1.55 -0.22
H 0.1017 0.1479 2.0818 -0.97 -0.21 0.58
H 0.6348 -1.2405 1.3069 0.42 -0.81 -0.41
H -1.2309 -1.2740 1.5402 2.70 1.62 0.52
```
Positions in Å, forces in eV/Å.

---

No. 2
Here is one molecule with the formula C5H13NO3S at a distorted geometry from OMol25. Energies are from ωB97M-V/def2-TZVPD.

Summary:
Energy above the lowest of the compared OMol25 structures with the same formula, charge and spin = 51.9 kcal/mol
SMILES = CC[C@@H](N(C)C)S(=O)(=O)O
Orbital gap = 0.346 Ha
E_HOMO = -0.3228 hartree
Total charge = 0
Molecular weight = 167.2 g/mol

The geometry in XYZ format:
```
23
Properties=species:S:1:pos:R:3:forces:R:3
C -0.8812 2.5516 -0.0503 -1.29 -0.84 -0.46
C 1.6121 -0.8539 1.1530 -1.12 -0.75 3.08
C 1.1619 -1.7984 -0.9450 -1.94 -2.95 -1.05
C 0.4083 1.7084 0.0230 0.21 1.17 -2.22
C 0.1055 0.2632 -0.4142 0.97 1.05 -2.66
N 1.1650 -0.6469 -0.1521 -0.97 2.18 -1.53
O -2.1520 -0.0407 1.3638 0.77 -0.80 -0.75
O -2.5941 0.1293 -1.0862 1.55 -0.47 1.73
O -1.4268 -1.8886 -0.2753 -0.30 1.80 0.56
S -1.6893 -0.2718 0.0050 -1.47 -0.04 -2.08
H -1.7069 1.8304 0.3238 0.85 2.02 -1.26
H -0.9158 3.2564 0.7496 0.32 0.97 0.33
H -1.0949 3.0985 -1.0643 0.24 -1.45 1.95
H 2.7009 -0.7877 1.3429 -0.53 -0.11 -0.38
H 1.0685 -0.1952 1.8675 0.69 0.01 -0.49
H 1.1893 -1.8435 1.4862 0.89 0.36 -0.01
H 0.7002 -1.6086 -1.9835 1.92 -0.18 1.05
H 2.0314 -2.4463 -0.7209 0.19 0.85 -1.22
H 0.3450 -2.4852 -0.5981 0.91 0.22 0.01
H 1.1975 2.1619 -0.7253 -1.36 -1.17 1.41
H 0.8518 1.7908 0.9913 0.17 -0.24 0.72
H -0.0334 0.3784 -1.6051 0.10 -0.73 2.60
H -2.0430 -2.3021 0.3143 -0.80 -0.89 0.68
```
Positions in Å, forces in eV/Å.

---

No. 3
Here is a 24-piece molecular cluster, C3H53O24 overall at a distorted geometry from OMol25. Energies are from ωB97M-V/def2-TZVPD.

Summary:
Energy above the lowest of the compared OMol25 structures with the same formula, charge and spin = 40.4 kcal/mol
Orbital gap = 0.275 Ha
E_HOMO = -0.2180 hartree
Total charge = -1
Molecular weight = 473.4 g/mol

The geometry in XYZ format:
```
80
Properties=species:S:1:pos:R:3:forces:R:3
C -5.2470 -7.4870 6.6670 -0.21 -0.32 0.85
C -4.0110 -6.8170 7.2770 1.06 0.60 -1.51
C -2.7650 -7.7330 7.2530 -2.68 -0.42 0.35
O -3.8050 -5.6080 6.5880 0.45 -0.34 -0.13
H -6.0970 -6.8110 6.9160 0.36 -0.43 -0.65
H -5.4320 -8.4380 7.1580 -0.23 -0.30 0.27
H -5.1720 -7.7520 5.5870 0.04 0.76 0.73
H -4.1130 -6.5660 8.3070 -0.93 -0.04 1.33
H -2.6130 -7.9660 6.2350 0.54 -0.78 -1.15
H -2.9990 -8.5840 7.8930 0.01 -0.35 -0.44
H -1.8910 -7.3650 7.6700 1.52 1.46 0.61
O -0.0250 -7.3760 4.9290 -0.21 -0.76 -1.47
H -0.2010 -6.8080 5.6730 -0.42 1.05 0.62
H -0.6320 -7.0440 4.2300 0.50 -0.32 0.76
O -6.7020 -7.7210 3.0140 1.98 -1.29 0.29
H -7.0910 -7.0820 3.5640 -0.99 1.69 0.78
H -7.1640 -7.8690 2.2190 -1.11 0.15 -1.21
O -1.0810 -5.2370 6.3780 0.81 1.61 -1.28
H -1.9940 -5.4380 6.5470 -1.51 -0.79 0.61
H -1.3210 -4.5020 5.7310 0.94 -0.89 0.70
O -4.4840 -2.9560 6.7770 -0.54 0.37 0.06
H -4.2840 -3.9060 6.7040 0.34 -0.10 -0.16
H -4.5800 -2.8580 7.7230 0.22 0.19 0.41
O -8.1050 -4.2400 6.5950 -0.48 1.21 -0.84
H -7.6830 -4.5060 7.4040 0.59 -0.12 0.93
H -7.7190 -3.3640 6.3670 -0.47 -0.73 0.42
O -1.0880 -6.3350 9.8860 0.12 0.17 0.40
H -1.9180 -6.8020 9.8270 -0.48 -1.01 0.19
H -1.4630 -5.4490 9.9800 0.51 0.59 -0.59
O -2.8230 -9.2110 3.7730 -1.35 0.67 -1.03
H -3.4150 -8.5480 4.1710 0.59 -0.22 -0.32
H -2.1090 -9.4000 4.3690 0.33 -0.55 0.77
O -6.8200 -11.0580 6.8940 -0.35 -0.65 1.06
H -7.7290 -10.8930 6.6590 -0.44 0.03 -0.07
H -6.3430 -10.5990 6.2130 0.66 0.31 -0.76
O -3.7760 -10.5220 6.4550 -1.47 0.16 -0.79
H -4.0140 -9.6050 6.2910 -0.48 -0.21 -0.52
H -3.0130 -10.3630 6.9720 1.54 -0.48 1.13
O -2.5740 -3.9170 4.5140 -0.15 -0.45 -0.34
H -2.4520 -3.6190 3.6180 0.29 0.69 -0.45
H -2.9500 -4.8030 4.3100 0.28 0.50 0.33
O -1.5240 -10.6670 8.0570 -0.08 1.46 -1.48
H -1.4900 -11.4250 8.5710 -0.23 -2.51 1.24
H -0.9000 -10.0830 8.4990 0.24 0.89 0.43
O -6.1720 -9.7880 4.6170 -0.03 -0.39 -0.09
H -5.6850 -10.2630 3.9430 0.57 -0.42 0.12
H -6.5310 -9.0690 4.0930 -0.18 0.60 -0.14
O -0.7350 -10.1960 5.2450 0.34 0.01 -0.55
H -0.8890 -10.2240 6.1780 -0.48 -0.80 1.16
H -0.5000 -9.2710 5.1570 0.72 0.86 -0.51
O -4.5590 -10.3510 9.7350 -0.38 -0.93 0.86
H -5.0030 -10.8510 10.4550 0.56 0.54 -0.69
H -5.3100 -10.0410 9.2190 -0.42 -0.02 -0.41
O -2.7770 -8.5780 10.5120 -1.21 1.74 -1.24
H -2.4150 -9.3100 10.9480 1.02 -1.53 1.01
H -3.4720 -9.0030 9.9570 0.38 0.08 0.56
O -4.5060 -5.4910 10.6070 0.06 0.18 1.68
H -5.0390 -6.2620 10.7910 -0.14 -0.51 -0.18
H -4.1140 -5.3090 11.4870 -0.12 -0.03 -0.75
O -2.8060 -4.3140 8.9770 -0.37 0.64 2.13
H -3.5240 -4.6690 9.5600 0.81 0.38 -1.16
H -2.8750 -4.7940 8.1630 -0.25 -0.44 -1.23
O 0.1010 -8.7930 8.9830 -0.33 0.46 0.87
H 0.3140 -8.7000 8.0700 0.64 0.14 -1.24
H -0.3420 -7.9370 9.1700 0.23 -0.24 0.39
O -8.5640 -7.8900 7.4130 -0.97 -0.94 1.06
H -8.9870 -7.2140 7.9520 0.16 0.23 -0.48
H -8.0530 -7.4930 6.7320 0.65 0.95 -0.88
O -7.0740 -5.2300 9.1300 2.47 1.09 -1.33
H -7.8930 -5.4190 9.4600 -3.68 -0.32 1.49
H -6.6470 -6.0680 9.2290 1.03 -0.79 -0.26
O -5.8950 -4.7970 5.0950 0.38 -0.74 -0.11
H -5.2120 -5.1500 5.7260 0.35 0.03 -0.60
H -6.5120 -4.4670 5.7450 -0.51 0.09 -0.33
O -7.0400 -9.2580 9.2030 1.43 -0.23 1.13
H -7.3320 -8.7820 8.4480 -0.51 0.57 -1.55
H -7.8120 -9.3200 9.7330 -0.97 -0.29 0.80
O -3.7140 -6.3510 3.9260 0.09 -0.31 -1.85
H -3.6590 -6.1010 4.8420 -0.32 0.03 2.10
H -4.4890 -5.8780 3.5950 -0.15 -0.19 0.18
```
Positions in Å, forces in eV/Å.

---

No. 4
Here is a 2-piece molecular cluster, CH2BrF2NO2S overall at a distorted geometry from OMol25. Energies are from ωB97M-V/def2-TZVPD.

Summary:
Energy above the lowest of the compared OMol25 structures with the same formula, charge and spin = 6.7 kcal/mol
Multiplicity = 3
Orbital gap (alpha / beta) = 0.317 / 0.310 Ha
⟨S²⟩ = 2.01
E_HOMO (alpha / beta) = -0.3030 / -0.4155 hartree
Total charge = 0
Molecular weight = 210.0 g/mol

The geometry in XYZ format:
```
10
Properties=species:S:1:pos:R:3:forces:R:3
C 2.8849 0.4986 0.0626 3.76 -0.04 -0.11
N -0.2078 -0.6877 0.3555 2.97 -1.39 0.09
O 0.8296 -1.3227 -1.8387 -0.26 0.01 -1.71
O 1.3135 -2.5676 0.2922 0.51 -2.18 1.03
F 3.7473 0.2781 -0.9930 -1.67 0.53 1.14
F 3.6005 0.1162 1.1520 -1.27 0.79 -0.77
S 1.0779 -1.3803 -0.4391 -1.47 0.95 0.27
Br 2.0222 2.1656 0.0715 0.24 0.05 0.10
H -0.7495 -0.0680 -0.1338 -1.80 1.53 -1.05
H -0.4609 -1.2851 1.0937 -1.00 -0.24 1.02
```
Positions in Å, forces in eV/Å.

---

No. 5
Here is a 10-piece molecular cluster, C25H68F6O23PS9 overall at a distorted geometry from OMol25. Energies are from ωB97M-V/def2-TZVPD.

Summary:
Energy above the lowest of the compared OMol25 structures with the same formula, charge and spin = 54.5 kcal/mol
Orbital gap = 0.318 Ha
E_HOMO = -0.2565 hartree
Total charge = -1
Molecular weight = 1170.4 g/mol

The geometry in XYZ format:
```
132
Properties=species:S:1:pos:R:3:forces:R:3
P 0.2324 -0.7046 -0.6343 0.57 -1.20 0.85
F -0.1293 -1.5179 0.7622 -1.11 -0.34 -0.92
F -0.2540 -1.8529 -1.6786 -0.40 -0.01 0.52
F -1.2346 -0.0473 -0.7507 -0.18 -0.16 -0.15
F 0.8505 0.1585 -1.8415 -0.33 0.06 -0.43
F 0.6116 0.5031 0.3548 1.22 0.24 -0.01
F 1.6427 -1.5606 -0.5413 0.16 1.20 0.11
O -2.1137 1.8052 5.4921 0.28 1.38 0.28
S -1.6410 3.1818 5.4376 0.63 -0.60 -0.06
O -0.6118 3.6605 6.3330 -1.16 -0.44 -0.87
O -1.0382 3.3920 3.9398 -1.14 0.11 1.55
C -1.8272 2.8663 2.8451 1.40 0.16 -1.47
C -0.7997 2.3653 1.8289 -0.95 0.12 0.09
C -3.0825 4.2902 5.4468 1.12 -0.64 -0.47
H -2.3472 3.6807 2.3358 -0.33 0.14 0.51
H -2.5024 2.0573 3.1126 0.02 0.12 0.49
H -0.1683 3.1704 1.4585 0.06 0.07 0.18
H -1.3896 2.0287 0.9732 0.33 -0.32 -0.05
H -0.2001 1.5624 2.2434 -0.05 -0.05 -0.15
H -3.6745 4.1837 6.3491 0.12 -0.26 0.04
H -3.6059 3.9486 4.5556 -0.38 0.35 0.10
H -2.6875 5.2978 5.3519 -0.11 0.03 -0.12
O 4.3997 -3.4774 -0.6301 0.84 -0.54 0.34
S 5.2320 -3.8108 0.5017 -1.56 0.04 0.90
O 6.3028 -2.9537 0.8827 0.24 -0.42 -0.10
O 4.2471 -3.8933 1.7937 0.62 -0.11 -0.68
C 2.8319 -4.0615 1.5052 0.01 0.90 1.10
C 2.0126 -3.9968 2.7918 -1.07 0.22 -0.54
C 5.7197 -5.5402 0.4234 0.67 0.08 0.28
H 2.6831 -4.9640 0.9174 -0.16 -0.06 0.02
H 2.4916 -3.1695 0.9808 0.22 -0.29 -0.57
H 1.9167 -4.8303 3.4850 0.52 -0.28 -0.28
H 1.0173 -3.8269 2.3583 -0.20 -0.29 0.30
H 2.1447 -3.0863 3.3774 0.62 -0.07 -0.14
H 6.1694 -5.9498 1.3305 -0.33 0.76 0.46
H 6.5509 -5.6497 -0.2736 -0.58 0.05 -0.65
H 4.8212 -6.1228 0.2414 0.11 0.02 -0.56
O 0.1534 5.9578 -2.8684 -0.14 -0.02 0.70
S -0.3647 4.7273 -2.3609 0.06 -1.86 -0.29
O -0.7633 4.4741 -0.9840 0.42 0.82 -1.22
O -1.6296 4.4477 -3.3178 0.86 0.74 0.39
C -2.3988 3.2649 -3.1241 0.63 -0.95 -0.79
C -2.6151 2.6315 -4.5110 -0.53 -0.38 0.29
C 0.7820 3.3712 -2.7839 0.40 0.41 0.32
H -3.2689 3.5120 -2.5169 -0.18 -0.10 -0.34
H -1.7921 2.5207 -2.5972 -0.21 0.16 0.40
H -1.7124 2.1246 -4.8544 0.15 0.12 0.20
H -2.9212 3.2775 -5.3325 -0.13 0.41 0.38
H -3.3727 1.8492 -4.4166 -0.03 0.02 -0.05
H 1.7954 3.6364 -2.4693 -0.21 0.46 0.35
H 0.9324 3.1912 -3.8474 -0.73 0.10 -0.10
H 0.5293 2.4752 -2.2203 -0.32 -0.02 -0.21
O -8.0750 -0.2920 1.9428 0.14 -0.34 -0.17
S -6.9061 -0.7223 1.2377 0.65 0.35 -0.07
O -6.9324 -0.9449 -0.1872 0.04 0.10 0.79
O -5.8304 0.4437 1.5774 -0.38 -1.34 -0.17
C -4.4616 0.3110 1.0424 -1.64 0.81 -0.59
C -4.2999 1.5508 0.1685 2.00 0.49 0.64
C -6.1263 -2.1508 2.0462 -0.65 1.23 -0.27
H -4.3245 -0.6183 0.4909 -0.12 -0.02 0.02
H -3.8579 0.3101 1.9461 0.45 0.11 -0.27
H -4.1912 2.4073 0.8404 -0.23 0.07 -0.01
H -5.0274 1.8431 -0.5819 -0.48 -0.80 0.13
H -3.3196 1.5018 -0.3218 -0.09 -0.11 -0.12
H -5.7572 -1.7133 2.9714 0.35 -0.28 -0.02
H -5.3749 -2.4890 1.3391 0.16 -0.29 0.33
H -6.8739 -2.9004 2.2870 -0.07 -0.04 -0.31
O 2.8492 -1.8626 -5.8654 -0.14 0.33 -0.11
S 3.6501 -1.3961 -4.7753 1.19 0.25 0.92
O 5.0637 -1.6959 -4.7850 -0.62 0.06 -0.06
O 3.5318 0.2239 -4.5977 -0.16 -1.03 0.22
C 4.4308 0.9769 -5.4314 -0.85 1.01 -1.14
C 4.0954 2.4753 -5.2882 1.21 -0.37 0.53
C 2.9087 -1.9266 -3.2409 0.17 0.55 -0.68
H 4.2058 0.6848 -6.4592 0.43 -0.17 -0.07
H 5.4762 0.8036 -5.1964 -0.11 -0.37 0.24
H 3.6869 2.6295 -4.2912 -0.32 0.28 -0.16
H 3.5378 2.9425 -6.0949 -0.51 -0.40 0.13
H 5.0541 3.0011 -5.2817 -0.04 0.09 0.06
H 3.1604 -1.2490 -2.4341 0.00 0.07 -0.09
H 3.3328 -2.8983 -3.0035 -0.20 -0.13 -0.17
H 1.8446 -1.9176 -3.4581 -0.07 -0.24 0.40
O -2.5719 -5.8871 2.0356 -0.07 1.05 -0.86
S -2.8488 -4.8532 1.0417 0.93 -2.01 1.10
O -4.1300 -4.9354 0.3828 1.14 1.05 0.32
O -2.6477 -3.4303 1.7573 -1.12 -0.27 -1.53
C -1.9028 -3.2539 2.9572 -0.17 0.79 0.95
C -2.7364 -2.3922 3.9445 0.42 -1.33 -0.45
C -1.4649 -4.8152 -0.1573 -1.18 0.38 1.11
H -1.0094 -2.6736 2.7202 0.11 -0.34 -0.25
H -1.6505 -4.2330 3.3631 -0.03 0.10 0.07
H -2.3203 -2.6132 4.9277 -0.04 0.49 0.14
H -3.7699 -2.7373 3.9476 -0.01 0.04 -0.01
H -2.6901 -1.3368 3.6925 0.04 0.06 0.12
H -1.7557 -3.9586 -0.7599 0.52 -0.17 -0.52
H -1.3690 -5.7791 -0.6460 -0.42 0.09 -0.26
H -0.5546 -4.6357 0.4102 -0.09 0.28 0.06
O 4.0779 3.5350 -1.9807 -0.10 -0.37 0.42
S 4.5578 2.6242 -0.9697 -0.36 -0.97 0.91
O 5.9616 2.3429 -0.9088 -0.61 0.13 0.15
O 4.1014 3.1425 0.5142 0.52 0.23 -1.05
C 2.9900 4.0625 0.5031 -0.61 0.26 1.22
C 3.4041 5.5150 0.4242 0.82 0.11 -0.84
C 3.6090 1.0600 -0.9838 -0.19 0.93 0.60
H 2.4687 3.9841 1.4630 0.30 -0.64 0.07
H 2.2527 3.7208 -0.2205 0.10 0.37 -0.36
H 2.5185 6.1371 0.2978 0.07 0.06 -0.09
H 4.1149 5.6671 -0.3927 -0.46 0.07 -0.34
H 3.9811 5.8751 1.2778 -0.38 -0.39 0.41
H 3.2434 0.8746 -1.9887 0.50 -0.32 -0.12
H 2.7266 1.1354 -0.3449 -0.05 0.66 -0.18
H 4.1725 0.2952 -0.4529 0.49 -0.12 -0.71
C -1.9930 -2.3272 -4.4108 0.20 -0.24 0.34
S -3.6209 -1.5958 -4.4413 -0.68 0.37 -0.45
O -4.6273 -2.7055 -4.5054 0.51 0.33 0.24
C -3.7120 -0.8533 -2.7913 -0.09 -0.04 0.28
H -1.6531 -2.4115 -5.4405 0.08 0.11 0.03
H -2.0471 -3.3296 -3.9838 -0.17 0.05 0.11
H -1.3288 -1.7197 -3.7969 0.10 0.07 -0.19
H -3.2256 -1.4637 -2.0314 -0.24 -0.17 0.03
H -4.7820 -0.7250 -2.6256 -0.05 -0.37 0.18
H -3.2997 0.1534 -2.7075 0.37 -0.11 -0.51
C 2.7579 -0.1256 2.9829 0.90 -1.80 -0.39
S 2.2974 -0.6859 4.6676 0.19 2.09 0.36
O 3.0173 0.2544 5.5920 -0.32 -0.71 -0.11
C 0.5333 -0.1739 4.6079 0.83 -0.17 -0.27
H 3.5527 -0.8524 2.7561 -0.33 -0.31 -0.26
H 3.3592 0.7675 2.8136 -0.88 0.74 0.82
H 1.9501 -0.2899 2.2695 0.00 0.23 0.00
H 0.0719 -0.0853 5.5874 0.27 -0.23 0.16
H 0.0909 -0.9899 4.0344 -0.41 0.32 -0.19
H 0.5067 0.7964 4.1176 -0.23 -0.10 -0.11
```
Positions in Å, forces in eV/Å.

---

No. 6
Here is one molecule with the formula C5H9NO2 from OMol25. Energies are from ωB97M-V/def2-TZVPD.

Summary:
Energy above the lowest of the compared OMol25 structures with the same formula, charge and spin = 127.9 kcal/mol
Orbital gap = 0.292 Ha
E_HOMO = -0.2672 hartree
Total charge = 0
Molecular weight = 115.1 g/mol

The geometry in XYZ format:
```
17
Properties=species:S:1:pos:R:3:forces:R:3
C -0.9590 -0.2937 -1.5308 0.20 0.03 0.13
C -0.7990 1.5325 0.2883 0.02 -0.11 -0.05
N -0.3361 0.2624 -0.2560 0.04 -0.32 -0.04
C -1.1807 -1.0204 -0.2895 -0.02 0.10 0.26
C 1.1961 -0.2540 0.0336 -0.41 -0.20 -0.07
C 1.7120 -0.0214 1.2746 -0.06 0.00 -0.05
O 0.6261 -1.7538 -0.2952 -0.14 0.38 0.05
O -1.9824 -1.5264 0.4310 0.39 0.16 -0.26
H 0.8220 -2.2416 0.5194 -0.01 0.09 -0.03
H -1.8007 0.2845 -1.9012 0.04 -0.02 0.08
H -0.2476 -0.6259 -2.2766 -0.01 0.00 0.06
H 1.7912 0.0043 -0.8345 -0.02 -0.01 0.00
H -1.8658 1.4782 0.5091 0.03 -0.01 -0.01
H -0.6044 2.3384 -0.4218 -0.01 -0.04 0.03
H -0.2391 1.7108 1.2054 -0.01 -0.02 -0.03
H 1.1579 -0.2528 2.1758 -0.03 0.00 -0.01
H 2.7094 0.3790 1.3686 -0.02 -0.02 -0.04
```
Positions in Å, forces in eV/Å.

---

Question: Number 2 is which compound?
Answer: C5H13NO3S